(1)
{"formula": "C4H6O2S", "method": "ωB97M-V with the def2-TZVPD basis set", "gap_ha": 0.302, "largest_force_ev_per_a": 3.552, "molar_mass_g_mol": 118.2, "de_lowest_ev": 2.556, "species": ["S", "O", "O", "C", "C", "C", "C", "H", "H", "H", "H", "H", "H"], "coordinates": [[0.441, -1.906, -1.340], [-3.845, -1.644, 1.625], [-3.628, -3.689, 0.655], [-0.787, -0.382, 0.631], [-3.822, -2.662, 1.116], [-0.019, 0.913, 0.162], [-0.712, -1.633, -0.194], [-1.839, -0.028, 0.503], [0.004, -2.992, -1.911], [-0.214, 1.774, 0.671], [-0.425, 1.191, -0.743], [-0.643, -0.503, 1.750], [0.969, 0.705, 0.095]], "lowdin_charge": [0.812, 0.208, 0.210, -0.350, -0.468, -0.112, -0.484, 0.095, -0.154, 0.040, 0.046, 0.128, 0.027]}

(2)
{"formula": "C4H6O2Sm", "method": "ωB97M-V with the def2-TZVPD basis set", "gap_ha": [0.158, 0.165], "spin_multiplicity": 7, "largest_force_ev_per_a": 2.748, "molar_mass_g_mol": 236.5, "total_charge": 2, "de_lowest_ev": 0.719, "species": ["Sm", "O", "O", "C", "C", "C", "C", "H", "H", "H", "H", "H", "H"], "coordinates": [[-1.175, -3.669, -0.390], [0.715, -0.599, -2.209], [-0.787, -1.112, -0.408], [-0.122, -0.131, -1.266], [-0.434, 0.834, 1.125], [0.248, 2.065, 1.332], [0.152, -0.155, 0.166], [-0.258, 0.655, 2.309], [-0.835, 0.588, -1.671], [-1.410, 1.249, 0.769], [1.307, 1.888, 1.589], [1.088, -0.624, 0.486], [1.511, -0.989, -1.830]], "lowdin_charge": [1.898, 0.110, -0.230, -0.300, -0.277, 0.160, -0.217, 0.215, 0.193, 0.128, 0.025, 0.167, 0.128]}

(3)
{"formula": "C4H6O3Pm", "method": "ωB97M-V with the def2-TZVPD basis set", "gap_ha": [0.235, 0.262], "spin_multiplicity": 5, "largest_force_ev_per_a": 3.167, "molar_mass_g_mol": 247.1, "total_charge": 1, "species": ["Pm", "O", "O", "O", "C", "C", "C", "C", "H", "H", "H", "H", "H", "H"], "coordinates": [[3.041, 0.570, -0.004], [0.154, 2.640, 0.184], [0.420, 0.525, -0.600], [4.886, -0.597, 0.128], [0.689, 1.588, 0.396], [-2.591, -0.522, 0.780], [-0.888, 0.078, -0.949], [-1.480, -0.811, 0.102], [5.024, -1.496, 0.424], [-3.125, 0.419, 0.622], [-0.906, -1.710, 0.349], [-0.755, -0.473, -1.890], [-2.963, -1.181, 1.566], [-1.508, 0.972, -1.105]], "lowdin_charge": [2.048, 0.047, -0.319, -0.507, -0.431, 0.043, -0.216, -0.162, -0.019, 0.078, 0.105, 0.131, 0.071, 0.131]}

(4)
{"formula": "C4H6O3Sr", "method": "ωB97M-V with the def2-TZVPD basis set", "gap_ha": [0.143, 0.143], "largest_force_ev_per_a": 5.066, "molar_mass_g_mol": 189.7, "total_charge": 2, "de_lowest_ev": 4.154, "species": ["Sr", "O", "O", "O", "C", "C", "C", "C", "H", "H", "H", "H", "H", "H"], "coordinates": [[3.308, 1.422, 0.597], [1.730, -0.420, 0.048], [-0.154, -1.680, 0.243], [-0.152, 0.132, -1.010], [-1.312, 2.055, -0.418], [0.601, -0.664, -0.347], [-1.359, 0.715, -0.651], [0.400, -2.678, 0.797], [-2.193, 2.436, 0.106], [-0.235, -3.560, 0.912], [1.241, 2.182, 0.222], [-2.072, 0.007, -0.232], [-1.271, 2.684, -1.311], [1.466, -2.632, 1.046]], "lowdin_charge": [1.491, -0.090, 0.190, 0.094, 0.060, -0.489, -0.110, 0.354, 0.090, 0.175, -0.168, 0.132, 0.109, 0.161]}

(5)
{"formula": "C4H6O3Ti", "method": "ωB97M-V with the def2-TZVPD basis set", "gap_ha": [0.260, 0.402], "spin_multiplicity": 4, "largest_force_ev_per_a": 2.000, "molar_mass_g_mol": 150.0, "total_charge": 1, "species": ["Ti", "O", "O", "O", "C", "C", "C", "C", "H", "H", "H", "H", "H", "H"], "coordinates": [[-1.702, 0.402, -4.476], [0.225, -0.048, -1.028], [-1.695, -0.286, -2.180], [-1.553, -0.909, -0.060], [0.667, -0.297, 0.344], [-0.640, -0.693, 1.020], [1.338, 0.960, 0.907], [-1.028, -0.387, -1.176], [-0.978, 0.144, 1.640], [-0.592, -1.574, 1.657], [2.323, 0.996, 0.445], [0.789, 1.867, 0.658], [1.404, 0.883, 1.991], [1.442, -1.059, 0.255]], "lowdin_charge": [0.966, 0.111, -0.023, 0.106, -0.258, -0.060, -0.007, -0.568, 0.143, 0.147, 0.091, 0.096, 0.098, 0.159]}

(6)
{"formula": "C4H6O3Tl", "method": "ωB97M-V with the def2-TZVPD basis set", "gap_ha": [0.278, 0.286], "largest_force_ev_per_a": 6.642, "molar_mass_g_mol": 306.5, "total_charge": 1, "de_lowest_ev": 2.447, "species": ["Tl", "O", "O", "O", "C", "C", "C", "C", "H", "H", "H", "H", "H", "H"], "coordinates": [[-1.823, 2.114, -1.615], [-1.459, 0.076, -0.528], [0.487, 0.552, 0.512], [-0.224, -1.476, 0.522], [-1.317, -2.307, 0.945], [2.176, 1.614, -0.738], [0.865, 1.524, -0.360], [-0.490, -0.280, 0.114], [-1.855, -2.682, 0.067], [1.016, 2.708, -0.840], [-0.859, -3.131, 1.497], [2.761, 2.314, -0.130], [-1.990, -1.733, 1.593], [2.711, 0.708, -1.037]], "lowdin_charge": [1.110, -0.129, 0.113, 0.064, 0.022, 0.005, -0.312, -0.588, 0.110, 0.186, 0.113, 0.110, 0.115, 0.083]}

(7)
{"formula": "C4H6O3V", "method": "ωB97M-V with the def2-TZVPD basis set", "gap_ha": [0.303, 0.298], "spin_multiplicity": 4, "largest_force_ev_per_a": 3.841, "molar_mass_g_mol": 153.0, "species": ["V", "O", "O", "O", "C", "C", "C", "C", "H", "H", "H", "H", "H", "H"], "coordinates": [[-2.159, -1.599, -0.891], [-0.124, 0.548, -1.232], [-3.608, -2.377, -0.225], [-0.384, -1.665, -2.042], [1.122, 0.711, 0.925], [-0.413, -0.752, -1.199], [2.455, 0.713, 0.894], [0.266, 1.363, -0.113], [0.594, 0.211, 1.742], [3.003, 1.100, 0.031], [-0.662, 1.736, 0.339], [0.782, 2.223, -0.557], [3.038, 0.179, 1.647], [-3.910, -2.391, 0.681]], "lowdin_charge": [0.937, -0.066, -0.422, -0.059, -0.168, -0.523, 0.025, -0.187, 0.103, 0.072, 0.120, 0.127, 0.062, -0.020]}

(8)
{"formula": "C4H6O3Y", "method": "ωB97M-V with the def2-TZVPD basis set", "gap_ha": 0.258, "largest_force_ev_per_a": 2.375, "molar_mass_g_mol": 191.0, "total_charge": 1, "de_lowest_ev": 0.000, "species": ["Y", "O", "O", "O", "C", "C", "C", "C", "H", "H", "H", "H", "H", "H"], "coordinates": [[-0.827, -1.981, 0.141], [0.835, -0.748, 1.435], [-2.513, -3.069, -0.309], [1.489, 0.638, -0.187], [0.519, 0.020, 0.499], [0.635, 3.827, 0.068], [1.290, 1.725, -1.109], [0.310, 2.767, -0.672], [-0.126, 4.527, 0.417], [-3.303, -2.807, -0.777], [2.287, 2.161, -1.246], [1.642, 3.949, 0.475], [0.978, 1.282, -2.064], [-0.732, 2.599, -0.959]], "lowdin_charge": [1.896, -0.128, -0.435, -0.063, -0.463, 0.047, -0.185, -0.173, 0.072, -0.003, 0.135, 0.081, 0.119, 0.101]}

(9)
{"formula": "C4H6O4", "method": "ωB97M-V with the def2-TZVPD basis set", "gap_ha": 0.313, "smiles": "OC1=C(O)OCOC1", "largest_force_ev_per_a": 3.739, "molar_mass_g_mol": 118.1, "de_lowest_ev": 4.412, "species": ["O", "O", "O", "O", "C", "C", "C", "C", "H", "H", "H", "H", "H", "H"], "coordinates": [[0.435, -1.455, -0.523], [-1.582, 1.579, -0.401], [1.140, 0.584, 1.232], [-1.883, -1.147, -0.481], [-0.499, 0.764, -0.357], [-0.632, -0.585, -0.425], [0.797, 1.348, 0.109], [1.120, -1.058, 0.636], [1.556, 1.281, -0.687], [0.668, 2.405, 0.377], [-1.774, -2.019, -0.894], [0.831, -1.679, 1.483], [2.192, -1.032, 0.446], [-2.369, 1.013, -0.516]], "lowdin_charge": [0.024, 0.072, -0.124, 0.083, -0.240, -0.361, -0.194, -0.019, 0.127, 0.136, 0.125, 0.132, 0.124, 0.115]}

(10)
{"formula": "C4H6O4", "method": "ωB97M-V with the def2-TZVPD basis set", "gap_ha": 0.350, "largest_force_ev_per_a": 5.298, "molar_mass_g_mol": 118.1, "de_lowest_ev": 5.725, "species": ["O", "O", "O", "O", "C", "C", "C", "C", "H", "H", "H", "H", "H", "H"], "coordinates": [[0.955, -1.139, -1.525], [-0.529, -2.057, 1.024], [-2.118, 0.697, 0.686], [2.114, -0.543, 0.358], [0.313, 1.394, -0.431], [-0.866, 0.299, 0.642], [1.037, -0.540, -0.254], [-0.221, -0.848, 0.523], [0.686, 1.989, 0.405], [0.311, -2.554, 1.032], [0.092, -0.968, -1.933], [-2.350, 0.891, 1.615], [1.081, 1.463, -1.206], [-0.505, 1.917, -0.937]], "lowdin_charge": [0.072, 0.117, 0.091, 0.077, 0.002, -0.158, -0.561, -0.260, 0.067, 0.140, 0.120, 0.142, 0.089, 0.062]}

(11)
{"formula": "C4H6O4P", "method": "ωB97M-V with the def2-TZVPD basis set", "gap_ha": [0.264, 0.264], "largest_force_ev_per_a": 3.175, "molar_mass_g_mol": 149.1, "total_charge": -1, "de_lowest_ev": 4.414, "species": ["P", "O", "O", "O", "O", "C", "C", "C", "C", "H", "H", "H", "H", "H", "H"], "coordinates": [[-0.952, -0.188, 1.365], [-2.074, 0.714, 1.690], [0.324, 0.062, 2.077], [0.259, -0.352, -2.052], [-1.529, -1.784, 1.485], [-0.490, -2.704, 1.606], [-2.079, 0.182, -1.583], [-0.702, -0.230, -1.367], [-2.363, 1.473, -1.710], [-1.716, 2.341, -1.795], [-0.323, -2.898, 2.723], [0.394, -2.285, 1.077], [-2.966, -0.538, -1.320], [-3.414, 1.920, -1.656], [-0.828, -3.714, 1.147]], "lowdin_charge": [0.413, -0.373, -0.375, 0.027, -0.345, -0.236, -0.235, -0.312, -0.062, 0.048, 0.091, 0.064, 0.140, 0.066, 0.089]}

(12)
{"formula": "C4H6O5", "method": "ωB97M-V with the def2-TZVPD basis set", "gap_ha": [0.310, 0.345], "largest_force_ev_per_a": 3.153, "molar_mass_g_mol": 134.1, "de_lowest_ev": 9.994, "species": ["O", "O", "O", "O", "O", "C", "C", "C", "C", "H", "H", "H", "H", "H", "H"], "coordinates": [[-0.599, 1.431, -3.772], [1.951, 1.111, 0.429], [0.886, 0.367, -1.969], [-1.144, 0.696, -4.760], [0.566, -0.321, -0.824], [-0.753, -1.275, 1.364], [1.055, 0.304, 0.327], [0.272, -0.200, 1.558], [0.476, 0.367, 2.766], [-0.654, -1.666, 0.361], [-0.733, 0.973, -5.617], [-1.770, -0.898, 1.489], [1.204, 1.139, 2.932], [-0.654, -2.092, 2.081], [-0.103, 0.063, 3.635]], "lowdin_charge": [-0.067, 0.137, 0.074, -0.043, -0.034, -0.062, -0.374, -0.238, 0.099, 0.067, 0.119, 0.089, 0.069, 0.087, 0.078]}

(13)
{"formula": "C4H6ORb", "method": "ωB97M-V with the def2-TZVPD basis set", "gap_ha": 0.298, "largest_force_ev_per_a": 3.382, "molar_mass_g_mol": 155.6, "total_charge": 1, "de_lowest_ev": 0.000, "species": ["Rb", "O", "C", "C", "C", "C", "H", "H", "H", "H", "H", "H"], "coordinates": [[-0.501, 5.185, 1.189], [0.105, 1.839, 0.741], [0.257, -1.334, -0.245], [-1.068, -1.145, -0.875], [0.888, 0.988, 0.331], [0.744, -0.421, 0.650], [-1.657, -2.071, -0.805], [-0.939, -0.881, -1.935], [1.393, -0.777, 1.455], [1.791, 1.308, -0.221], [-1.546, -0.314, -0.224], [0.533, -2.377, -0.063]], "lowdin_charge": [0.965, -0.030, -0.139, -0.097, -0.245, -0.089, 0.087, 0.082, 0.117, 0.133, 0.110, 0.107]}

(14)
{"formula": "C4H6OS", "method": "ωB97M-V with the def2-TZVPD basis set", "gap_ha": 0.294, "largest_force_ev_per_a": 9.438, "molar_mass_g_mol": 102.2, "de_lowest_ev": 4.616, "species": ["S", "O", "C", "C", "C", "C", "H", "H", "H", "H", "H", "H"], "coordinates": [[1.050, 1.181, -0.125], [1.508, -1.440, -0.955], [0.255, -1.249, -0.170], [-2.309, -0.281, 0.782], [-0.230, 0.182, 0.286], [-1.556, 0.708, 0.557], [-1.709, 1.814, 0.179], [-2.033, -1.344, 1.060], [0.115, -1.833, 0.837], [-0.631, -1.526, -0.662], [2.022, -0.542, -0.919], [-3.591, -0.106, 0.420]], "lowdin_charge": [0.762, -0.158, -0.290, -0.030, -0.679, -0.259, 0.154, 0.093, 0.145, 0.077, 0.019, 0.168]}

(15)
{"formula": "C4H6OS", "method": "ωB97M-V with the def2-TZVPD basis set", "gap_ha": 0.353, "smiles": "C1O[C@H]2C[C@@H]2S1", "largest_force_ev_per_a": 2.316, "molar_mass_g_mol": 102.2, "de_lowest_ev": 4.218, "species": ["S", "O", "C", "C", "C", "C", "H", "H", "H", "H", "H", "H"], "coordinates": [[-1.091, -0.959, -0.093], [0.033, 1.484, 0.168], [-1.258, 0.852, 0.039], [2.072, -0.337, -0.023], [0.927, 0.527, -0.382], [0.631, -0.740, 0.380], [0.595, -0.504, 1.453], [2.683, -0.113, 0.862], [-1.758, 1.359, -0.800], [-1.804, 1.199, 0.926], [2.548, -0.683, -0.904], [0.682, 0.393, -1.479]], "lowdin_charge": [0.881, -0.148, -0.459, -0.019, -0.392, -0.497, 0.094, 0.119, 0.090, 0.088, 0.089, 0.154]}

(16)
{"formula": "C4H6OS", "method": "ωB97M-V with the def2-TZVPD basis set", "gap_ha": 0.315, "smiles": "CC1=CSCO1", "largest_force_ev_per_a": 2.604, "molar_mass_g_mol": 102.2, "de_lowest_ev": 1.488, "species": ["S", "O", "C", "C", "C", "C", "H", "H", "H", "H", "H", "H"], "coordinates": [[-1.574, -0.524, -0.001], [0.492, 1.176, -0.196], [0.952, -0.074, -0.049], [0.108, -1.127, -0.070], [2.425, -0.222, 0.096], [-0.960, 1.169, 0.129], [3.021, -0.060, -0.868], [2.610, -1.252, 0.449], [-1.355, 1.767, -0.640], [2.769, 0.553, 0.827], [0.206, -2.176, 0.061], [-1.166, 1.669, 1.125]], "lowdin_charge": [0.863, -0.079, -0.506, -0.342, -0.034, -0.409, 0.106, 0.084, 0.056, 0.095, 0.059, 0.106]}

(17)
{"formula": "C4H6OS", "method": "ωB97M-V with the def2-TZVPD basis set", "gap_ha": 0.331, "smiles": "C=CCOC=S", "largest_force_ev_per_a": 3.519, "molar_mass_g_mol": 102.2, "de_lowest_ev": 2.150, "species": ["S", "O", "C", "C", "C", "C", "H", "H", "H", "H", "H", "H"], "coordinates": [[-1.300, -0.998, 2.230], [-0.430, 0.103, 0.009], [0.853, 0.332, -0.683], [1.458, 1.108, -2.992], [-0.180, -0.657, 1.044], [0.717, 1.218, -1.896], [0.794, -1.108, 1.053], [1.362, 1.861, -3.849], [1.533, 0.697, 0.085], [1.203, -0.686, -0.934], [0.078, 2.027, -1.725], [2.178, 0.344, -3.217]], "lowdin_charge": [0.629, -0.124, -0.170, 0.014, -0.750, -0.138, 0.059, 0.087, 0.125, 0.128, 0.087, 0.053]}

(18)
{"formula": "C4H6OS", "method": "ωB97M-V with the def2-TZVPD basis set", "gap_ha": 0.376, "largest_force_ev_per_a": 4.953, "molar_mass_g_mol": 102.2, "de_lowest_ev": 3.769, "species": ["S", "O", "C", "C", "C", "C", "H", "H", "H", "H", "H", "H"], "coordinates": [[-1.815, -0.264, 0.679], [-2.648, 0.922, 0.480], [-0.728, -0.671, -0.869], [0.967, 1.296, 0.320], [0.283, -1.386, -0.090], [-0.101, 0.039, 0.195], [0.763, 1.912, -0.484], [1.880, 0.756, 0.271], [-0.692, -0.699, -1.918], [-0.042, -2.151, 0.702], [1.262, -1.480, -0.614], [0.871, 1.727, 1.328]], "lowdin_charge": [1.024, -0.540, -0.293, 0.028, -0.180, -0.553, 0.041, 0.050, 0.106, 0.112, 0.125, 0.079]}

(19)
{"formula": "C4H6OS", "method": "ωB97M-V with the def2-TZVPD basis set", "gap_ha": 0.317, "smiles": "CC(=S)CC=O", "largest_force_ev_per_a": 8.624, "molar_mass_g_mol": 102.2, "de_lowest_ev": 4.754, "species": ["S", "O", "C", "C", "C", "C", "H", "H", "H", "H", "H", "H"], "coordinates": [[-2.008, -1.109, -0.133], [2.230, 0.017, -0.482], [-0.159, 0.470, -0.991], [1.256, 0.396, -1.362], [-0.677, -0.400, 0.178], [-0.294, -0.294, 1.755], [-0.259, 1.622, -0.665], [-0.174, 0.744, 2.018], [-1.334, -0.897, 1.930], [-0.668, 0.100, -1.848], [1.484, 0.400, -2.661], [0.602, -1.049, 2.260]], "lowdin_charge": [0.829, -0.088, -0.276, -0.175, -0.820, -0.117, 0.188, 0.039, 0.033, 0.054, 0.187, 0.144]}

(20)
{"formula": "C4H6OS", "method": "ωB97M-V with the def2-TZVPD basis set", "gap_ha": 0.333, "smiles": "S=C1CCCO1", "largest_force_ev_per_a": 3.646, "molar_mass_g_mol": 102.2, "de_lowest_ev": 1.064, "species": ["S", "O", "C", "C", "C", "C", "H", "H", "H", "H", "H", "H"], "coordinates": [[1.144, 1.643, 0.539], [-0.947, 0.447, -0.343], [0.314, 0.322, -0.021], [-1.639, -0.780, -0.533], [-0.611, -1.843, -0.046], [0.721, -1.121, -0.063], [1.555, -1.449, 0.523], [-1.898, -0.986, -1.498], [-0.992, -2.289, 0.877], [0.990, -1.292, -1.116], [-2.556, -0.692, 0.087], [-0.543, -2.622, -0.761]], "lowdin_charge": [0.668, -0.081, -0.854, -0.121, -0.147, -0.153, 0.116, 0.090, 0.116, 0.133, 0.141, 0.093]}